13
Properties=species:S:1:pos:R:3:forces:R:3:lowdin_charge:R:1 method="wB97M-V/def2-TZVPD" max_force_ev_per_a=0.53 molar_mass_g_mol=98.10 relative_energy_kj_mol=414.7 e_tot_ha=-344.44396 orbital_gap_ev=8.27
O 1.7674 2.3167 -0.0140 -0.23 -0.47 -0.11 0.0725
C 1.1806 1.2962 -0.2637 0.15 0.26 0.08 -0.2664
C -1.4416 -0.2286 -0.4206 0.16 -0.08 0.14 0.1407
C -0.7233 0.1108 0.8039 -0.09 0.15 -0.14 -0.2221
C 0.8116 0.2361 0.7490 0.13 -0.01 0.06 -0.1391
C -0.9798 -1.2758 -1.2649 -0.10 -0.13 0.18 -0.3664
O -1.2310 -2.4246 -0.9077 0.15 0.24 -0.15 0.0101
H 0.8385 1.0752 -1.3045 0.03 0.08 0.10 0.1280
H -0.9930 -0.8165 1.3571 -0.03 0.01 -0.04 0.1590
H -1.1737 0.9419 1.3543 0.04 -0.11 -0.11 0.1122
H 1.2503 -0.7201 0.4370 -0.07 0.13 -0.01 0.1270
H 1.2197 0.5198 1.7227 -0.08 -0.06 -0.12 0.1217
H -0.5258 -1.0311 -2.2487 -0.08 -0.02 0.11 0.1227

***

14
Properties=species:S:1:pos:R:3:forces:R:3:lowdin_charge:R:1 method="wB97M-V/def2-TZVPD" max_force_ev_per_a=3.11 molar_mass_g_mol=88.11 smiles=NN1CC1(N)N relative_energy_kj_mol=229.2 e_tot_ha=-299.94342 orbital_gap_ev=9.39
N -1.8810 -0.1582 -0.5396 -0.78 -1.03 0.03 -0.0056
N -0.8243 0.6887 -0.3207 1.13 0.93 1.54 -0.0993
C -0.1312 0.9195 1.0908 -0.78 -0.01 -0.62 -0.0168
C 0.4174 0.0810 0.0254 1.84 0.27 -2.49 -0.6403
N 0.4063 -1.3434 0.2320 0.00 0.16 0.30 0.0853
N 1.5229 0.6293 -0.8385 -0.20 -0.28 0.71 0.0755
H -1.8690 -0.9826 0.0688 -0.23 0.40 -0.10 0.0685
H -2.7515 0.3611 -0.5296 0.23 -0.19 0.22 0.0778
H 0.1551 1.9553 1.1806 0.24 -0.08 -0.04 0.0869
H -0.4107 0.4165 2.0087 -0.52 -0.10 -0.16 0.0920
H 0.5754 -1.8329 -0.6398 -0.02 0.10 0.05 0.0837
H 1.1136 -1.6206 0.9027 -0.07 0.03 -0.06 0.0806
H 2.3924 0.1044 -0.8296 -0.29 -0.10 0.36 0.0529
H 1.2845 0.7820 -1.8113 -0.55 -0.09 0.25 0.0587

***

158
Properties=species:S:1:pos:R:3:forces:R:3:lowdin_charge:R:1 method="wB97M-V/def2-TZVPD" max_force_ev_per_a=3.30 molar_mass_g_mol=828.32 smiles=CC1(C)CCCC(C)(C)N1O.CC1(C)CCCC(C)(C)N1O.CC1(C)CCCC(C)(C)N1O.COC[C@H](C)N.COC[C@H](C)N.COC[C@H](C)N.COC[C@H](C)N relative_energy_kj_mol=290.9 e_tot_ha=-2608.62999 orbital_gap_ev=7.91
C -0.2434 -3.6417 5.0323 0.29 -1.10 1.05 -0.0148
C 0.8304 -2.5657 5.0439 -0.30 -0.22 -2.02 -0.5486
C 1.3975 -2.5248 3.6136 0.01 -0.01 0.02 -0.0237
C 0.2711 -1.2023 5.3838 -1.17 -0.66 0.50 -0.1369
C -0.0901 -1.1064 6.8583 1.35 0.82 -0.59 -0.1673
C 1.1988 -1.3157 7.6496 -1.14 0.06 0.52 -0.1240
C 1.9423 -2.6266 7.2988 -0.35 1.30 1.29 -0.5672
C 3.3500 -2.4166 7.7629 1.03 0.96 0.57 -0.0433
C 1.3441 -3.7309 8.1229 -1.76 -2.51 -1.21 -0.0400
N 1.9415 -2.8284 5.8923 1.59 -0.24 -0.67 -0.0853
O 2.6150 -4.0679 5.5444 -0.50 0.61 0.33 -0.0084
H -1.1468 -3.3689 4.4984 -0.11 0.15 0.00 0.0862
H 0.1765 -4.5503 4.5893 -0.10 0.14 -0.18 0.0854
H -0.4522 -3.9588 6.0638 -0.48 0.28 -0.22 0.0744
H 0.6182 -2.2502 2.9050 -0.01 0.27 -0.06 0.0896
H 2.2369 -1.8242 3.5895 -0.16 0.02 -0.25 0.0660
H 1.7493 -3.5140 3.3164 0.06 0.08 0.06 0.0779
H 0.9695 -0.4068 5.1360 0.05 0.04 -0.16 0.1028
H -0.6914 -1.0647 4.8835 0.39 0.06 -0.70 0.1051
H -0.3890 -0.0584 6.9042 -0.40 -0.12 0.90 0.0935
H -0.8872 -1.7793 7.1606 -0.15 -0.01 -0.06 0.1160
H 0.8967 -1.4152 8.6994 0.42 0.12 0.04 0.1216
H 1.8048 -0.4065 7.5802 0.24 -0.29 -0.25 0.1154
H 3.3367 -1.8928 8.7290 -0.05 -0.56 0.14 0.0928
H 3.8599 -1.6732 7.1367 0.04 -0.47 -0.31 0.0822
H 3.9045 -3.3462 7.8516 0.21 0.01 -0.08 0.0867
H 1.7785 -3.9152 9.0962 0.13 0.21 0.15 0.0852
H 1.4050 -4.6588 7.5119 0.72 0.19 0.59 0.0916
H 0.2389 -3.7366 8.1914 0.34 0.79 0.40 0.0824
H 3.4230 -3.7665 5.1075 -0.17 0.00 0.13 0.1060
C 3.5101 0.7052 4.9599 1.49 0.00 0.12 -0.0275
C 3.9771 1.6828 3.8801 0.53 0.19 1.29 -0.5263
C 5.1297 1.0562 3.0987 0.42 -0.24 0.50 -0.0167
C 2.8636 1.9283 2.9430 -1.65 0.13 -1.61 -0.1638
C 1.7849 2.7810 3.5554 -0.70 0.11 0.44 -0.1747
C 2.3532 4.1478 3.9373 -1.91 -0.63 0.36 -0.1378
C 3.5818 4.1026 4.8125 -0.21 0.05 -0.92 -0.5582
C 4.2939 5.3977 4.4449 1.68 -0.10 0.79 -0.0414
C 3.2664 4.0649 6.2930 0.04 0.76 0.45 -0.0132
N 4.4006 2.9903 4.4186 -0.11 -0.01 -2.01 -0.1228
O 5.5118 2.9352 5.2365 1.02 -0.68 0.54 0.0003
H 3.3380 -0.2220 4.4203 -0.72 -0.22 0.51 0.0604
H 4.3461 0.5088 5.6436 -0.06 0.05 -0.05 0.0905
H 2.7147 1.1084 5.5754 -0.44 -0.32 -0.21 0.0632
H 6.0736 1.0662 3.6504 -0.02 0.18 0.02 0.0788
H 4.9628 -0.0142 2.9539 -0.27 0.14 -0.33 0.0897
H 5.2576 1.5719 2.1545 0.13 -0.04 -0.22 0.0866
H 3.1837 2.4276 2.0158 0.29 0.06 0.27 0.1304
H 2.4034 0.9983 2.5753 0.35 -0.10 0.32 0.1322
H 0.9182 2.8550 2.8840 0.30 0.28 -0.10 0.1113
H 1.3376 2.3000 4.4432 0.36 0.04 -0.08 0.1031
H 1.5953 4.6340 4.5671 0.02 0.29 -0.48 0.1171
H 2.5100 4.7596 3.0540 0.12 -0.06 -0.18 0.1167
H 3.6200 6.2452 4.5125 0.03 0.19 -0.05 0.0886
H 4.7701 5.2980 3.4694 -0.54 0.12 -0.29 0.0906
H 5.1654 5.5411 5.1050 -0.42 0.23 0.09 0.0825
H 4.0938 4.5767 6.7864 -0.03 -0.39 0.41 0.0810
H 3.1627 3.0532 6.6622 -0.02 -0.15 0.18 0.0763
H 2.3714 4.6442 6.5372 -0.02 -0.12 -0.06 0.0861
H 6.2037 2.7491 4.5914 0.36 0.26 0.39 0.0955
C -1.6909 -1.5376 -6.2803 1.05 -0.36 -0.24 -0.0335
C -2.4238 -0.7027 -5.2645 -0.22 1.18 0.51 -0.5401
C -2.8325 0.6518 -5.8633 1.11 0.86 -0.05 -0.0126
C -3.6371 -1.4366 -4.8225 -1.93 -1.38 -0.61 -0.1663
C -4.2071 -0.9500 -3.4962 0.85 -0.19 -0.47 -0.1482
C -3.1771 -1.3390 -2.4377 -1.25 0.54 -0.65 -0.1354
C -1.9013 -0.5795 -2.6935 0.54 1.34 0.87 -0.5198
C -2.0935 0.8539 -2.1429 0.62 0.37 0.38 -0.0352
C -0.8433 -1.2178 -1.8047 0.37 -1.50 -0.09 -0.0353
N -1.5768 -0.4990 -4.0932 -1.41 -2.13 -0.22 -0.1290
O -0.4038 0.0924 -4.4021 2.12 0.36 -0.35 -0.0178
H -1.3167 -2.4344 -5.7707 -0.24 -0.11 -0.19 0.0975
H -2.3166 -1.8194 -7.1292 -0.07 0.02 0.05 0.0891
H -0.7937 -1.0355 -6.6619 -0.35 0.04 -0.12 0.0476
H -3.0266 1.4051 -5.0920 -0.47 -0.34 0.07 0.0767
H -1.9540 1.0981 -6.3570 -0.30 -0.25 -0.24 0.0800
H -3.6629 0.5839 -6.5621 0.01 -0.01 -0.07 0.0843
H -4.4435 -1.3904 -5.5765 0.42 0.44 -0.06 0.1261
H -3.4098 -2.5154 -4.8776 -0.02 0.12 0.83 0.1229
H -4.2594 0.1394 -3.5951 -0.38 -0.09 0.28 0.1018
H -5.1994 -1.3521 -3.3212 -0.08 -0.04 0.15 0.1144
H -3.0437 -2.4155 -2.5286 0.18 -0.12 0.38 0.1247
H -3.5290 -1.0307 -1.4539 0.05 -0.51 0.18 0.1053
H -1.1832 1.4686 -2.1856 -0.01 -0.31 -0.60 0.0901
H -2.2597 0.8529 -1.0577 -0.56 -0.07 -0.23 0.0742
H -2.8648 1.3576 -2.7276 -0.12 0.17 0.41 0.0716
H -1.2460 -1.2775 -0.7866 0.27 0.44 -0.02 0.0880
H 0.1434 -0.7552 -1.8287 -0.16 0.30 0.07 0.0803
H -0.6959 -2.2891 -2.0501 -0.04 0.39 -0.28 0.0877
H 0.1970 -0.6641 -4.6028 0.08 0.71 0.42 0.0740
C 2.2930 -2.5180 -3.7911 -0.05 0.11 -0.05 -0.0798
O 1.8064 -1.5706 -4.7283 0.13 0.01 -0.71 -0.2255
C 2.4036 -1.6753 -6.0500 -0.80 -1.73 0.77 -0.2029
C 2.6126 -0.3833 -6.6793 0.71 2.55 -1.89 -0.4304
C 3.5418 0.5296 -5.8758 0.53 -0.05 0.47 -0.0561
N 1.3252 0.2437 -7.1668 0.83 -0.88 1.52 0.0779
H 3.3151 -2.2444 -3.5028 0.07 -0.43 -0.23 0.0961
H 2.1850 -3.5339 -4.1886 0.40 0.06 0.05 0.0968
H 1.7034 -2.4773 -2.8782 -0.28 0.25 -0.11 0.0716
H 3.3622 -2.2104 -6.0090 -0.17 0.05 0.30 0.1327
H 1.7348 -2.2333 -6.7292 0.05 -0.18 0.47 0.1207
H 3.2337 -0.6189 -7.5674 -0.63 -0.01 -0.03 0.1416
H 4.5519 0.0846 -5.8789 -0.30 -0.01 0.20 0.0827
H 3.2284 0.6477 -4.8342 -0.07 0.03 -0.13 0.0786
H 3.7007 1.5225 -6.3043 -0.40 -0.08 -0.15 0.0737
H 1.5148 1.1937 -7.4686 0.01 -0.03 0.06 0.0757
H 0.7582 0.3124 -6.3081 -0.01 0.41 -0.65 0.0464
C -4.1969 -0.9134 3.0160 1.72 0.11 -0.99 -0.0582
O -2.9329 -0.2873 2.5836 -1.11 -0.27 0.87 -0.1984
C -2.8514 1.0960 2.9202 -0.06 -0.19 -1.98 -0.2225
C -2.2071 1.4521 4.2134 1.15 1.48 1.54 -0.4235
C -2.7886 0.7728 5.4302 -0.66 -0.47 -0.13 -0.0632
N -2.3635 2.9231 4.3974 -0.89 0.01 -0.33 0.0378
H -4.1981 -1.0393 4.0982 -0.32 -0.05 -0.15 0.0649
H -4.1545 -1.8735 2.4900 -0.30 0.07 0.38 0.0946
H -5.0628 -0.3498 2.6483 0.11 -0.02 0.30 0.0757
H -2.2909 1.5499 2.0858 0.05 -0.05 0.27 0.1265
H -3.8494 1.5314 2.7908 0.08 0.13 0.71 0.0942
H -1.1128 1.3173 4.2624 -0.25 -0.87 -0.72 0.1194
H -2.8901 -0.3082 5.3219 0.37 0.02 -0.16 0.0581
H -3.8137 1.1276 5.5707 0.13 0.21 0.34 0.0947
H -2.1569 0.9229 6.2999 -0.22 0.32 0.21 0.0645
H -1.9234 3.4875 3.6822 0.11 -0.24 -0.07 0.0637
H -2.0764 3.2742 5.2982 0.13 -0.28 0.11 0.0648
C 2.5711 -3.6905 -9.5491 1.50 -1.77 0.86 -0.1675
O 1.8844 -2.6540 -10.0289 -1.94 1.93 -1.65 -0.1575
C 0.4910 -2.8351 -9.9164 0.10 0.30 1.72 -0.2232
C -0.2792 -1.9129 -10.8007 -1.97 -1.17 -0.45 -0.4303
C -0.3131 -0.5547 -10.2420 1.27 1.51 0.82 -0.0901
N -1.7210 -2.3976 -10.8378 1.00 0.35 0.31 0.0397
H 3.5119 -3.7153 -10.0889 0.36 -0.31 0.14 0.0944
H 2.0185 -4.6195 -9.7160 0.29 -0.33 0.05 0.0889
H 2.7671 -3.5890 -8.4750 0.09 -0.18 0.18 0.0792
H 0.1707 -3.8867 -10.0005 0.45 0.07 -0.53 0.1188
H 0.2223 -2.5672 -8.8650 -0.12 -0.17 -0.32 0.1281
H 0.0974 -1.8822 -11.8232 0.14 -0.27 -0.01 0.1423
H 0.7113 -0.2026 -10.0498 -0.09 0.03 -0.43 0.0816
H -0.6970 -0.5283 -9.2136 -0.53 -0.07 -0.33 0.0669
H -0.8017 0.1376 -10.9175 -0.27 0.20 0.15 0.0835
H -2.1199 -2.0752 -9.9515 -0.10 -0.25 -0.35 0.0550
H -1.7213 -3.4153 -10.7981 -0.16 0.14 -0.11 0.0549
C -2.3783 4.0683 -0.5978 1.17 0.12 -0.65 -0.1392
O -3.1824 3.2202 0.1258 -1.08 -0.88 0.28 -0.1766
C -4.4262 3.2508 -0.4994 -1.94 0.88 -0.53 -0.2531
C -5.4647 2.2741 0.0390 0.43 -0.78 0.40 -0.3936
C -5.9962 2.7229 1.4103 0.26 1.02 -0.87 -0.0565
N -4.9294 0.8945 0.1379 -1.28 0.73 0.08 0.0854
H -1.3578 3.7475 -0.4093 0.30 0.52 0.12 0.0930
H -2.5857 5.1095 -0.3488 0.28 0.22 0.03 0.0948
H -2.5655 3.9196 -1.6703 0.22 0.20 0.00 0.0840
H -4.8910 4.2682 -0.4260 0.36 -0.30 0.20 0.1346
H -4.3287 3.1487 -1.6003 0.20 -0.51 0.36 0.1157
H -6.2961 2.2733 -0.6788 0.11 0.11 0.05 0.1304
H -5.1552 2.9207 2.0811 -0.23 -0.44 0.21 0.0676
H -6.7739 2.0769 1.8058 0.23 -0.27 0.19 0.0793
H -6.4452 3.7138 1.2729 -0.15 -0.13 0.02 0.0774
H -4.6962 0.7379 1.1048 0.61 -0.29 -0.29 0.0091
H -4.1596 0.7481 -0.4905 0.32 -0.04 0.20 0.0272